# 1
DFT (ωB97M-V/def2-TZVPD) results for C15H7Br2Cl48NO2Si as an isolated structure.

```
! wB97M-V def2-TZVPD RIJCOSX def2/J DEFGRID3
* xyz 0 1
C 3.281 -0.009 1.947
C 2.661 -0.914 0.904
Br 3.561 -2.662 0.985
C 1.172 -1.101 1.112
Br 0.427 -2.225 -0.316
Si 0.223 0.524 1.133
O -1.390 0.291 1.649
N -1.829 -1.058 1.735
O -1.716 -1.494 2.809
H 2.833 -0.116 2.931
H 3.295 1.032 1.653
H 4.318 -0.298 2.053
H 2.856 -0.528 -0.088
H 1.015 -1.668 2.023
H 0.168 1.041 -0.245
H 0.808 1.532 2.027
C -2.383 -3.304 -3.358
Cl -3.496 -4.476 -4.072
Cl -1.696 -2.279 -4.621
Cl -3.269 -2.297 -2.217
Cl -1.084 -4.152 -2.515
C -5.679 -6.610 -6.792
Cl -5.636 -6.464 -5.027
Cl -4.929 -8.132 -7.281
Cl -7.356 -6.568 -7.320
Cl -4.802 -5.260 -7.515
C 4.465 3.505 3.759
Cl 4.111 3.668 5.475
Cl 5.479 2.075 3.509
Cl 2.945 3.325 2.867
Cl 5.323 4.936 3.191
C 9.157 6.751 3.212
Cl 10.004 8.086 3.995
Cl 7.816 7.387 2.253
Cl 10.283 5.874 2.166
Cl 8.523 5.650 4.437
C 3.059 -4.148 5.028
Cl 3.887 -2.729 5.681
Cl 1.697 -3.623 4.035
Cl 4.182 -5.083 4.038
Cl 2.468 -5.149 6.357
C -10.205 -3.586 -5.814
Cl -11.442 -4.678 -6.449
Cl -9.643 -2.523 -7.108
Cl -10.892 -2.614 -4.508
Cl -8.848 -4.532 -5.204
C -8.953 -6.188 -11.139
Cl -10.160 -7.312 -11.772
Cl -8.380 -5.142 -12.442
Cl -9.678 -5.199 -9.866
Cl -7.597 -7.095 -10.468
C -7.309 -2.720 -1.113
Cl -6.261 -1.477 -0.417
Cl -8.630 -1.948 -1.996
Cl -6.373 -3.723 -2.222
Cl -7.971 -3.724 0.180
C -2.925 2.019 -2.392
Cl -4.573 2.655 -2.385
Cl -2.681 1.036 -3.839
Cl -1.776 3.362 -2.393
Cl -2.670 1.037 -0.947
C 2.328 6.739 7.535
Cl 2.826 5.424 8.608
Cl 3.639 7.118 6.416
Cl 0.903 6.237 6.622
Cl 1.941 8.167 8.498
C 5.243 1.145 8.825
Cl 6.716 1.041 9.792
Cl 4.066 -0.033 9.410
Cl 4.565 2.774 8.960
Cl 5.623 0.807 7.134
C 8.720 7.961 -2.164
Cl 8.636 7.012 -3.651
Cl 7.084 8.394 -1.651
Cl 9.495 7.010 -0.896
Cl 9.653 9.431 -2.455
*
```

The highest occupied orbital energy comes out at -10.0 eV. The largest force on an atom comes out at 1.1 eV/A. Its HOMO-LUMO gap is 0.3524 Eh.

# 2
DFT (ωB97M-V/def2-TZVPD) results for C25H17N8O4Re as an isolated structure.

```
! wB97M-V def2-TZVPD RIJCOSX def2/J DEFGRID3
* xyz 1 2
Re 1.184 -1.363 0.382
O 4.453 -3.929 0.304
C 3.378 -3.412 0.335
N 3.080 -2.037 0.217
C 4.139 -1.146 -0.100
O 5.297 -1.396 -0.233
C 3.573 0.234 -0.259
C 4.383 1.388 -0.609
C 3.860 2.615 -0.562
C 2.452 2.849 -0.115
C 1.627 1.550 -0.166
N 2.312 0.275 -0.037
C 2.112 -4.191 0.490
C 2.099 -5.563 0.606
C 0.876 -6.202 0.730
C -0.280 -5.437 0.728
C -0.190 -4.065 0.603
N 0.998 -3.447 0.491
H 5.414 1.195 -0.869
H 4.477 3.477 -0.790
H 2.444 3.400 0.829
H 0.804 1.574 0.540
H 3.043 -6.090 0.590
H 0.824 -7.278 0.817
H -1.258 -5.891 0.806
H -1.072 -3.447 0.561
O -1.449 1.294 1.083
C -2.430 2.095 0.501
C -3.808 1.696 0.874
C -4.900 2.070 -0.160
C -4.516 3.165 -1.112
C -3.252 3.570 -1.236
C -2.153 2.917 -0.511
C -0.762 2.876 -1.019
N -0.343 1.827 -1.620
C 1.096 1.933 -1.574
C 1.486 3.399 -1.199
N 0.198 3.803 -0.644
H -4.030 1.715 1.938
H -5.891 2.225 0.264
H -5.301 3.623 -1.698
H -3.000 4.351 -1.942
H 1.623 1.466 -2.402
H 1.882 4.089 -1.945
H -0.042 4.766 -0.480
N -2.016 -0.455 2.448
C -1.704 -0.098 1.126
O -0.461 -0.698 0.669
C -2.817 -0.528 0.170
C -2.686 -1.668 -0.633
N -2.547 -2.642 -1.237
C -3.868 0.398 0.125
N -4.784 0.694 -0.770
H -1.340 -0.108 3.117
H -2.214 -1.438 2.580
*
```

The highest occupied orbital energy (alpha / beta) comes out at -11.2 / -11.2 eV. The largest force on an atom comes out at 0.2 eV/A. Its HOMO-LUMO gap (alpha / beta) is 0.2552 / 0.2258 Eh. The expectation value of S² is 0.796.

# 3
DFT (ωB97M-V/def2-TZVPD) results for one molecule with the formula C3H6O2.

```
! wB97M-V def2-TZVPD RIJCOSX def2/J DEFGRID3
* xyz 0 1
O -0.159 2.114 -1.361
C -0.334 1.448 -0.366
C -0.589 -0.052 -0.409
C 0.162 -0.844 0.662
O 1.551 -0.635 0.559
H -0.313 1.858 0.683
H -0.245 -0.384 -1.418
H -1.642 -0.229 -0.339
H -0.052 -0.448 1.671
H -0.184 -1.903 0.679
H 1.804 -0.926 -0.362
*
```

The highest occupied orbital energy comes out at -10.0 eV. The structure (SMILES) is O=CCCO. The largest force on an atom comes out at 2.2 eV/A. Its HOMO-LUMO gap is 0.3978 Eh.

Among the records above, which one has the highest largest force on an atom?
C3H6O2

Look up the largest force on an atom of the second one.
0.2 eV/A